1.
Density functional theory data (ωB97M-V with the def2-TZVPD basis set) for a 2-piece molecular cluster, C4H12 overall.

Last column: Mulliken charge in e.
CARTESIAN COORDINATES (ANGSTROEM)
C: 1.3146 -0.1193 -2.0459  -0.847
C: 0.6675 0.9790 -1.1860  -0.885
H: 0.7131 -0.8584 -2.4566  0.319
H: 1.5669 0.4028 -3.0318  0.259
H: 2.0850 -0.6419 -1.4465  0.241
H: 0.8651 1.9654 -1.6166  0.402
H: 1.1343 0.9416 -0.2319  0.168
H: -0.3399 0.9676 -1.2525  0.338
C: -1.5648 -0.6966 1.2505  -0.725
C: -0.5029 -0.1968 2.0858  -0.726
H: -2.2584 -1.4557 1.7058  0.296
H: -2.2612 0.0672 0.9974  0.261
H: -1.0436 -1.0614 0.3923  0.178
H: -0.5326 -0.3486 3.1968  0.313
H: -0.3121 0.8500 1.8089  0.217
H: 0.4692 -0.7951 1.8303  0.189

Calculated values
SMILES: CC.CC
Kohn-Sham gap: 0.4535 Ha
DFT total energy: -159.5379 Ha

=====

2.
Density functional theory data (ωB97M-V with the def2-TZVPD basis set) for one molecule with the formula C4H9N.

Last column: Mulliken charge in e.
CARTESIAN COORDINATES (ANGSTROEM)
C: 0.2727 1.7920 0.8716  -0.856
C: -0.4822 0.7717 -0.0136  -0.352
C: -0.0791 -0.6249 0.1591  0.057
C: 0.6295 -1.4178 -0.9642  -0.502
H: 0.4913 1.2300 1.8832  0.238
H: -0.4394 2.6962 1.0683  0.269
H: 1.3235 2.0815 0.4073  0.236
H: -1.6105 0.7661 0.2225  0.196
H: -0.4919 0.9296 -1.1404  0.279
H: 0.1359 -0.9919 1.2075  0.284
H: 1.2871 -2.3128 -0.7780  0.251
H: 0.7702 -0.9336 -1.9052  0.216
H: -0.9791 -2.4195 -0.2798  0.229
N: -0.8282 -1.5665 -0.7384  -0.545

Calculated values
SMILES: CC[C@@H]1CN1
Kohn-Sham gap: 0.3924 Ha
DFT total energy: -212.4900 Ha

=====

3.
Density functional theory data (ωB97M-V with the def2-TZVPD basis set) for one molecule with the formula C2H2FNO2.

Last column: Mulliken charge in e.
CARTESIAN COORDINATES (ANGSTROEM)
C: 0.9297 0.6628 -0.4197  0.021
C: -0.2853 0.1244 0.2355  0.659
N: 1.6753 1.4403 0.2727  -0.251
O: -1.2018 0.7160 0.7328  -0.503
O: -0.0824 -1.1169 0.5975  -0.420
F: 2.7975 1.8210 -0.4586  -0.147
H: 1.2016 0.3542 -1.5164  0.317
H: -0.6952 -1.4151 1.2433  0.325

Calculated values
SMILES: O=C(O)/C=N/F
Kohn-Sham gap: 0.4248 Ha
DFT total energy: -382.4253 Ha

=====

4.
Density functional theory data (ωB97M-V with the def2-TZVPD basis set) for one molecule with the formula C23H20N6O4.

Last column: Mulliken charge in e.
CARTESIAN COORDINATES (ANGSTROEM)
C: -3.8846 -0.6337 -2.0208  -1.234
C: -5.0105 -0.8775 -1.0857  0.843
N: -5.4169 -2.1285 -0.8367  -0.787
C: -6.4760 -2.0396 -0.0429  0.454
C: -7.2671 -3.0478 0.5190  -0.771
C: -8.3317 -2.6919 1.3019  -0.133
C: -8.6195 -1.3327 1.5313  -0.721
C: -7.8401 -0.3588 0.9809  -0.049
N: -6.7874 -0.7108 0.2130  0.076
C: -5.8316 0.0464 -0.4259  0.250
C: -5.9052 1.4961 -0.4308  0.107
O: -6.9463 2.1296 -0.3544  -0.686
N: -4.7176 2.1869 -0.5402  -0.155
N: -3.5212 1.6540 -0.2924  -0.084
C: -2.4920 2.4091 -0.2700  -0.445
C: -1.1946 1.8787 0.0097  0.332
C: -0.7678 0.6132 0.3432  -0.555
C: 0.6263 0.7014 0.5216  -0.438
C: 0.9628 2.0073 0.2876  0.250
O: -0.1331 2.7233 -0.0267  -0.385
C: 2.2828 2.7066 0.3143  -0.734
N: 3.3377 1.8674 -0.1959  -0.121
C: 4.3815 1.4636 0.5342  0.418
O: 4.6248 1.7869 1.6841  -0.728
C: 5.3017 0.5176 -0.2502  0.690
O: 5.0382 0.1873 -1.3924  -0.711
N: 6.3509 0.1579 0.5069  -0.024
C: 7.4261 -0.6837 0.2159  0.664
C: 8.3850 -0.8857 1.2062  -0.449
C: 9.4659 -1.7111 0.9645  -0.496
C: 9.6010 -2.3408 -0.2623  -0.507
C: 8.6477 -2.1390 -1.2462  -0.569
C: 7.5609 -1.3151 -1.0168  -0.500
H: 6.8179 -1.1567 -1.7806  0.457
H: 8.7487 -2.6274 -2.2038  0.363
H: 10.4461 -2.9857 -0.4491  0.375
H: 10.2053 -1.8636 1.7366  0.373
H: 8.2763 -0.3930 2.1620  0.346
H: 6.3341 0.5757 1.4365  0.168
H: 3.2681 1.4774 -1.1288  0.267
H: 2.2067 3.6297 -0.2708  0.274
H: 2.5671 2.9638 1.3423  0.298
H: 1.2957 -0.0898 0.7904  0.512
H: -1.3867 -0.2524 0.4535  0.610
H: -2.5453 3.4878 -0.4528  0.413
H: -4.8153 3.2036 -0.6255  0.283
H: -8.0230 0.6971 1.1052  0.377
H: -9.4634 -1.0549 2.1411  0.380
H: -8.9601 -3.4483 1.7453  0.413
H: -7.0124 -4.0739 0.3142  0.453
H: -4.1316 0.1657 -2.7160  0.359
H: -3.6873 -1.5504 -2.5692  0.378
H: -2.9910 -0.3412 -1.4747  0.097

Calculated values
SMILES: Cc1nc2ccccn2c1C(=O)N/N=C/c1ccc(CNC(=O)C(=O)Nc2ccccc2)o1
Kohn-Sham gap: 0.3021 Ha
DFT total energy: -1517.9914 Ha

=====

5.
Density functional theory data (ωB97M-V with the def2-TZVPD basis set) for C47H50Br2CsN5OP2Te as an isolated structure.

Last column: Mulliken charge in e.
CARTESIAN COORDINATES (ANGSTROEM)
Cs: 0.5098 -1.2559 0.0230  2.058
N: 1.8725 1.1083 2.2146  -0.102
C: 2.9419 0.5830 3.0740  -0.644
C: 2.4195 -0.5359 3.9540  -0.758
N: 1.9825 -1.6777 3.1645  0.334
C: 1.5258 -2.8073 3.9649  -0.813
C: 0.9675 -3.8981 3.0674  -0.217
N: -0.2350 -3.4231 2.3681  -0.405
H: 2.2225 1.8610 1.6336  0.183
H: 1.1125 1.4769 2.7762  -0.052
H: 3.3936 1.3471 3.7170  0.451
H: 3.7247 0.1840 2.4263  0.243
H: 1.6162 -0.1441 4.6010  0.247
H: 3.2254 -0.8620 4.6162  0.481
H: 1.2174 -1.3967 2.5671  -0.602
H: 0.7577 -2.5125 4.7000  0.280
H: 2.3739 -3.2044 4.5291  0.431
H: 0.7920 -4.7976 3.6649  0.483
H: 1.7157 -4.1460 2.3133  -0.135
H: -1.0437 -3.4684 2.9763  0.197
H: -0.4315 -3.9980 1.5557  0.117
C: 3.9529 -3.5025 0.6115  -0.763
C: 3.0340 -4.4358 -0.1335  0.374
C: 3.4454 -5.7559 -0.4193  -1.016
C: 2.6250 -6.5808 -1.1280  -0.849
C: 1.3683 -6.1147 -1.5739  0.854
C: 0.4467 -6.8846 -2.3227  -0.056
Br: 0.8461 -8.6821 -2.8020  -0.272
C: -0.7459 -6.3546 -2.7157  -0.424
C: -1.0773 -5.0379 -2.3771  -0.094
Br: -2.7467 -4.3334 -2.9483  -0.203
C: -0.2463 -4.1894 -1.6338  0.115
O: -0.5391 -2.9918 -1.3072  -0.435
C: 1.0285 -4.7811 -1.2341  -0.714
N: 1.8670 -3.9734 -0.5204  0.559
H: 4.5747 -4.0490 1.3234  0.402
H: 3.3912 -2.7392 1.1515  -0.008
H: 4.6246 -3.0027 -0.0921  0.270
H: 4.4130 -6.0992 -0.0733  0.458
H: 2.9249 -7.5947 -1.3580  0.336
H: -1.4425 -6.9487 -3.2905  0.418
C: -3.1556 2.8084 0.3142  -1.342
N: -2.2336 1.6820 0.1462  0.879
P: -1.2259 1.5122 -1.2476  0.590
C: -0.6136 3.2233 -1.4687  0.457
C: -0.0090 3.8610 -0.3794  -0.435
C: 0.5821 5.1087 -0.5199  -0.731
C: 0.5808 5.7418 -1.7580  -0.500
C: -0.0036 5.1141 -2.8472  -0.880
C: -0.5902 3.8608 -2.7075  -0.617
C: -2.4195 1.2586 -2.6132  0.348
C: -3.3789 2.1869 -3.0311  -0.120
C: -4.3366 1.8308 -3.9684  -0.860
C: -4.3449 0.5462 -4.5041  -0.551
C: -3.3946 -0.3812 -4.1044  -0.466
C: -2.4356 -0.0261 -3.1616  -0.918
P: -2.6514 0.1368 0.7938  0.032
C: -4.4790 0.1599 0.7067  -0.005
C: -5.0374 -0.3339 -0.4726  -0.353
C: -6.4099 -0.2852 -0.6786  -0.689
C: -7.2379 0.2397 0.3043  -0.509
C: -6.6910 0.7146 1.4910  -0.680
C: -5.3182 0.6782 1.6900  -0.261
C: -2.3239 0.3940 2.5776  0.632
C: -2.6513 -0.6329 3.4673  -0.825
C: -2.2970 -0.5510 4.8059  -0.684
C: -1.6064 0.5585 5.2779  -0.554
C: -1.2805 1.5862 4.4047  -0.427
C: -1.6330 1.5011 3.0600  -0.574
H: -2.6698 3.7366 0.0155  0.488
H: -3.4411 2.8963 1.3643  0.425
H: -4.0679 2.6803 -0.2739  0.195
H: -0.0108 3.3693 0.5886  0.223
H: 1.0415 5.5892 0.3350  0.446
H: 1.0398 6.7157 -1.8711  0.428
H: -0.0067 5.6010 -3.8149  0.400
H: -1.0440 3.3844 -3.5683  0.466
H: -3.3755 3.1914 -2.6243  0.458
H: -5.0804 2.5529 -4.2820  0.415
H: -5.0937 0.2732 -5.2374  0.404
H: -3.3940 -1.3835 -4.5139  0.465
H: -1.7133 -0.7691 -2.8307  0.296
H: -4.3912 -0.7575 -1.2348  0.395
H: -6.8295 -0.6666 -1.6005  0.428
H: -8.3090 0.2726 0.1504  0.388
H: -7.3355 1.1197 2.2612  0.406
H: -4.9006 1.0561 2.6168  0.347
H: -3.1896 -1.5028 3.1045  0.566
H: -2.5584 -1.3542 5.4837  0.431
H: -1.3289 0.6225 6.3224  0.388
H: -0.7534 2.4599 4.7702  0.378
H: -1.3799 2.3038 2.3759  0.325
C: 5.6455 1.3883 -0.9133  -1.259
Te: 3.9454 0.1050 -1.1301  0.232
C: 2.9512 1.8489 -1.8801  -0.291
C: 4.0289 2.8792 -2.1283  0.070
C: 3.7380 4.0573 -2.8153  -0.538
C: 4.7215 5.0079 -3.0352  -0.743
C: 6.0134 4.7871 -2.5684  -0.500
C: 6.3079 3.6176 -1.8880  -0.708
C: 5.3223 2.6573 -1.6633  0.731
H: 6.5260 0.8964 -1.3218  0.500
H: 5.8222 1.5873 0.1431  0.438
H: 2.2202 2.2040 -1.1537  -0.026
H: 2.4187 1.5993 -2.7965  0.496
H: 2.7301 4.2217 -3.1779  0.513
H: 4.4851 5.9161 -3.5754  0.418
H: 6.7895 5.5215 -2.7423  0.394
H: 7.3161 3.4393 -1.5311  0.430

Calculated values
Kohn-Sham gap: 0.2411 Ha
DFT total energy: -8288.9679 Ha